Record 1
The following is a quantum chemistry calculation of C35H33BeClN4S2Si2 as an isolated structure, from the Open Molecules 2025 dataset.

Geometry as XYZ:
```
78
Properties=species:S:1:pos:R:3:forces:R:3:lowdin_charge:R:1
C -0.8219 3.5463 2.4944 1.4 0.5 0.3 -0.209
C -0.3569 2.2108 2.8086 1.1 0.4 -0.1 -0.202
C 0.8226 1.9900 2.0229 -0.1 0.6 0.5 -0.142
H -0.7017 1.6021 3.6447 0.1 0.2 -0.2 0.101
C 1.0496 3.1359 1.2322 0.2 -0.1 0.5 -0.138
C 0.0382 4.0791 1.4836 0.3 -0.3 1.2 -0.123
H -0.0050 5.0860 1.0607 -0.2 -0.5 0.1 0.103
H -1.5113 4.1265 3.1123 0.0 -0.3 -0.5 0.121
H 1.5037 1.1440 2.1276 -0.4 0.1 -0.2 0.096
H 1.9228 3.3137 0.6062 -0.5 -0.2 0.1 0.078
Be -1.7055 2.2543 1.4839 -0.9 1.0 -0.9 -0.198
Si 1.7959 -1.8960 0.2473 1.9 -1.1 -1.1 0.772
C 1.4757 -3.7462 0.2194 0.1 0.1 0.4 -0.299
C 1.1243 -4.3579 -0.9903 -0.4 -0.4 0.0 -0.094
H 1.1853 -3.8022 -1.9333 -0.1 -0.1 0.4 0.104
C 0.6644 -5.6784 -1.0055 0.2 0.3 0.2 -0.077
H 0.3429 -6.1202 -1.9510 0.1 0.0 0.3 0.103
C 0.6227 -6.4075 0.1882 0.0 0.2 0.0 -0.094
H 0.2300 -7.4250 0.1843 0.2 0.2 0.0 0.098
C 1.0913 -5.8341 1.3743 0.1 0.0 0.0 -0.091
H 1.0986 -6.4140 2.2987 0.0 0.1 -0.3 0.098
C 1.5432 -4.5094 1.3876 -0.5 -0.4 -0.3 -0.103
H 1.9206 -4.0557 2.3055 -0.2 -0.2 -0.1 0.103
C 3.0649 -2.0091 -1.2774 -0.3 0.6 -0.1 -0.253
C 4.1263 -2.9157 -1.0792 -0.1 -0.2 -0.1 -0.116
H 4.2605 -3.3752 -0.0988 0.0 0.0 -0.2 0.100
C 4.9712 -3.3147 -2.1228 -0.3 0.3 0.1 -0.086
H 5.7322 -4.0808 -1.9583 -0.2 0.3 0.1 0.101
C 4.8248 -2.7443 -3.3915 -0.1 0.1 0.2 -0.099
H 5.4614 -3.0612 -4.2187 -0.1 0.1 0.2 0.099
C 3.8503 -1.7664 -3.5844 0.1 -0.2 0.1 -0.083
H 3.7448 -1.2739 -4.5549 0.0 -0.2 0.3 0.104
C 2.9804 -1.4232 -2.5429 0.0 0.0 -0.3 -0.120
H 2.2083 -0.6899 -2.7614 0.4 -0.3 0.0 0.042
H 2.7186 -1.4871 1.3091 0.0 0.0 0.6 0.020
Si -0.5360 -0.7420 -2.3542 2.2 0.3 2.1 0.817
C 0.5311 0.8537 -2.3252 -0.2 0.3 -0.2 -0.393
C 1.5654 1.1694 -1.4151 0.1 -0.7 -0.2 -0.153
H 1.7965 0.5076 -0.5709 -0.1 0.4 -0.5 0.066
C 2.4100 2.2526 -1.6015 0.2 0.1 0.0 -0.102
H 3.2485 2.4033 -0.9183 -0.3 -0.1 -0.2 0.112
C 2.2102 3.1434 -2.6511 -0.2 -0.3 0.1 -0.084
H 2.8822 3.9931 -2.7857 -0.3 -0.2 -0.1 0.105
C 1.1331 2.9097 -3.5037 0.0 0.3 -0.2 -0.106
H 0.9644 3.6003 -4.3261 -0.1 -0.1 0.1 0.097
C 0.3076 1.7962 -3.3496 0.3 -0.3 0.2 -0.135
H -0.5095 1.6247 -4.0479 0.1 0.1 0.0 0.093
C -0.6644 -1.5080 -0.6644 -1.0 0.8 0.2 -0.412
C 0.1085 -1.0369 0.5434 1.2 -0.1 -1.3 -0.420
H 0.2252 0.0519 0.5808 0.1 -0.3 -0.1 0.012
C -0.2171 -1.5984 1.8624 -1.0 -0.5 0.6 -0.158
H 0.3157 -1.1996 2.7332 -0.1 -0.3 -0.3 0.117
C -1.1664 -2.5871 1.9815 1.3 0.9 1.0 -0.124
H -1.3557 -3.0614 2.9494 0.0 0.2 -0.3 0.116
C -1.8829 -2.9953 0.8631 -0.8 -0.5 -1.3 -0.078
H -2.6463 -3.7594 0.9780 0.0 0.1 -0.1 0.104
C -1.6569 -2.4470 -0.4014 0.0 -0.4 -0.1 -0.128
H -2.2809 -2.7736 -1.2306 0.0 -0.1 0.1 0.103
H -1.7743 -0.5879 -3.0005 -1.3 0.1 -0.7 -0.060
Cl -1.5876 1.3807 -0.2208 -0.4 -0.2 -0.3 0.510
N -2.7207 -0.0007 3.3448 -0.1 -0.8 0.6 0.138
C -3.5172 1.0379 3.1033 -0.3 1.7 -0.4 -0.615
N -3.1835 2.0593 2.3206 -0.9 -1.2 0.3 0.022
C -4.2229 2.9772 2.1414 -1.1 -1.8 2.0 -0.275
C -5.3386 2.6851 2.9028 1.3 0.8 -1.0 -0.324
S -5.0902 1.2477 3.8526 0.3 0.2 -0.6 1.059
C -3.9529 3.9752 1.1595 0.0 2.6 -2.2 -0.302
C -4.7098 5.0025 0.6083 0.1 -1.3 1.3 -0.345
S -3.8761 5.7763 -0.6943 0.0 -0.6 0.5 1.043
C -2.5558 4.6361 -0.4665 -0.4 -0.2 1.0 -0.663
N -2.7061 3.8512 0.5757 -0.7 0.2 -0.9 0.014
N -1.4995 4.6127 -1.2923 0.3 0.2 -0.4 0.121
H -3.0689 -0.7171 3.9765 0.3 0.2 -0.5 0.116
H -1.9286 -0.2363 2.7445 -0.3 0.1 0.1 0.075
H -6.2230 3.3030 2.9041 -0.1 -0.3 0.3 0.076
H -5.6976 5.2721 0.9599 0.1 0.2 -0.3 0.070
H -1.4916 5.2438 -2.0846 0.1 -0.4 0.3 0.105
H -0.9104 3.7840 -1.3022 -0.1 0.2 0.0 0.070
```
Forces are in eV/Å.

maximum force = 3.37 eV/A

---

Record 2
The following is a quantum chemistry calculation of C35H33BrCrN7O7S as an isolated structure, from the Open Molecules 2025 dataset.

Geometry as XYZ:
```
85
Properties=species:S:1:pos:R:3:forces:R:3:lowdin_spin:R:1
Cr 0.0124 -0.3269 1.0947 -0.4 -0.8 -0.4 3.772
N -2.6233 -1.4846 8.8765 0.0 0.1 -0.1 0.000
C -1.8755 -1.1960 7.7322 -0.1 -0.1 0.1 0.000
C -2.4855 -1.1863 6.4745 0.0 0.0 0.0 0.000
C -1.7559 -0.8683 5.3459 0.1 0.0 0.0 0.000
C -0.4070 -0.5483 5.4693 -0.3 -0.1 0.1 0.000
C 0.2108 -0.5560 6.7054 0.0 0.0 0.1 0.000
C -0.5229 -0.8781 7.8358 0.1 0.0 0.0 0.000
S 0.5200 -0.1281 4.0550 0.1 0.0 -0.4 0.010
O 1.9276 -0.2180 4.3656 -0.1 -0.1 0.0 0.002
O 0.0719 -1.1070 3.0137 0.2 0.6 0.1 0.028
N 0.0179 1.3325 3.7606 0.3 0.3 -0.3 0.011
C 0.6359 2.0303 2.7671 -0.3 -0.3 0.1 0.011
N 1.0734 1.3848 1.6410 0.2 0.4 0.6 0.009
C 1.9057 2.0525 0.8317 -0.2 -0.1 -0.2 0.011
C 2.1720 3.3866 1.0135 0.1 0.1 0.0 -0.001
C 1.4872 4.0078 2.0541 0.0 0.1 0.0 0.009
N 0.7472 3.3619 2.9293 0.0 -0.2 0.0 -0.002
H -3.4686 -2.0064 8.7174 0.0 0.0 0.0 0.000
H -2.0968 -1.8268 9.6622 0.0 0.0 0.0 0.000
H -3.5367 -1.4412 6.3863 0.0 0.0 0.0 0.000
H -2.2209 -0.8859 4.3656 0.1 0.0 0.1 0.000
H 1.2645 -0.3145 6.7729 -0.1 0.0 0.0 0.000
H -0.0442 -0.8862 8.8091 0.0 0.0 0.0 0.000
H 2.3142 1.4865 0.0013 0.0 0.0 0.0 0.001
H 2.8292 3.9226 0.3441 0.0 0.0 0.0 0.000
H 1.5468 5.0854 2.1910 0.0 0.0 0.0 0.001
Br 1.2538 -6.1940 -3.4365 0.0 -0.1 0.1 0.000
C 1.2915 -4.8167 -2.1287 0.1 0.0 0.0 0.000
C 2.4812 -4.1509 -1.8759 0.0 0.1 0.1 0.001
N 2.5862 -3.2362 -0.9141 -0.2 -0.1 0.0 0.002
C 1.4851 -2.9399 -0.2186 0.2 0.0 -0.1 0.014
C 0.2460 -3.5260 -0.4354 0.0 0.1 -0.1 0.003
C 0.1584 -4.5102 -1.4067 0.0 -0.1 -0.1 0.001
C -1.0097 -3.1516 0.3335 0.1 0.0 0.2 0.008
O -1.8492 -4.0267 0.5023 -0.1 0.1 -0.1 0.008
O -1.0824 -1.9423 0.7381 0.0 0.1 0.1 0.027
H 3.3682 -4.3617 -2.4637 0.0 0.0 0.1 0.000
H 1.6119 -2.2119 0.5780 0.1 0.0 0.0 0.011
H -0.7847 -5.0179 -1.5618 0.0 0.0 0.0 0.000
C -3.6862 0.5929 1.7069 -0.1 -0.1 0.1 0.003
C -2.9167 1.8410 2.1091 0.1 -0.1 -0.3 0.001
O -1.9366 2.2195 1.1391 -0.3 0.0 0.3 0.014
C -2.5292 2.8087 -0.0077 0.2 0.1 0.0 0.001
C -1.4197 3.4250 -0.8265 0.1 0.1 -0.1 0.000
H -4.2582 0.2284 2.5676 0.0 0.0 -0.1 0.000
H -3.0147 -0.2027 1.3757 0.0 0.0 0.1 0.003
H -4.3865 0.7786 0.8904 0.0 0.0 0.0 0.000
H -2.3759 1.6749 3.0380 0.1 0.0 0.0 0.000
H -3.5990 2.6853 2.2633 0.0 0.0 0.0 0.000
H -3.2426 3.5786 0.3147 0.0 0.1 0.0 0.000
H -3.0671 2.0605 -0.5904 0.0 0.0 0.0 0.000
H -0.9472 4.2491 -0.2845 0.0 -0.1 0.0 0.000
H -1.8040 3.8021 -1.7773 0.0 0.0 0.0 0.000
H -0.6506 2.6787 -1.0410 -0.1 0.0 0.0 0.000
O -2.2827 0.0872 -1.2923 0.0 0.0 0.0 0.005
C -1.1472 0.0907 -1.7133 0.5 0.0 0.0 0.005
N -0.8135 0.1352 -3.0501 0.0 -0.1 0.1 0.002
C 0.6069 0.1506 -3.2775 0.0 -0.2 0.0 0.000
C 1.0966 0.0816 -1.8044 -0.2 -0.2 0.1 0.008
O 2.2830 0.0330 -1.5207 0.0 0.1 0.1 0.011
N 0.0389 0.0669 -0.9566 -0.1 0.1 -0.4 0.008
C 1.0362 1.4465 -3.9619 0.1 0.0 0.0 0.000
C 0.7121 1.6330 -5.3042 0.0 0.0 0.0 0.000
C 1.0280 2.8164 -5.9529 0.0 0.0 0.1 0.000
C 1.6847 3.8326 -5.2656 0.0 -0.1 0.0 0.000
C 2.0149 3.6528 -3.9310 0.0 0.0 0.0 0.000
C 1.6931 2.4647 -3.2819 0.0 0.1 0.0 0.000
C 1.1189 -1.0874 -4.0286 -0.1 0.1 0.1 0.000
C 0.2658 -2.1389 -4.3373 0.1 -0.1 0.0 0.000
C 0.7456 -3.2727 -4.9894 -0.1 0.2 0.0 0.000
C 2.0854 -3.3652 -5.3275 0.1 0.1 0.0 0.000
C 2.9475 -2.3185 -5.0100 -0.1 0.0 0.0 0.000
C 2.4681 -1.1873 -4.3675 0.0 0.1 0.0 0.000
H -1.5178 0.2496 -3.7553 0.0 0.0 0.0 0.000
H 0.2182 0.8340 -5.8489 0.0 0.0 0.0 0.000
H 0.7676 2.9453 -6.9967 0.0 0.0 0.0 0.000
H 1.9407 4.7558 -5.7713 0.0 0.0 0.0 0.000
H 2.5254 4.4390 -3.3863 0.0 0.0 0.0 0.000
H 1.9600 2.3321 -2.2410 0.0 0.0 -0.1 0.000
H -0.7736 -2.0872 -4.0395 0.0 0.0 0.0 0.000
H 0.0708 -4.0912 -5.2130 0.0 0.1 0.0 0.000
H 2.4618 -4.2545 -5.8200 0.0 0.0 0.0 0.000
H 4.0013 -2.3901 -5.2547 0.0 0.0 0.0 0.000
H 3.1419 -0.3809 -4.1043 0.0 0.0 0.0 0.000
```
Forces are in eV/Å.

2S+1 = 5
net charge = -1
expectation value of S² = 6.0105
maximum force = 0.98 eV/A

---

Record 3
The following is a quantum chemistry calculation of C35H33BrF4N4O3P2S2Zr as an isolated structure, from the Open Molecules 2025 dataset.

Geometry as XYZ:
```
85
Properties=species:S:1:pos:R:3:forces:R:3:lowdin_charge:R:1
Zr -0.4847 0.7493 0.0724 1.2 -0.9 1.1 1.423
F -3.7314 -1.1024 6.3395 0.1 0.1 -0.3 0.222
C -3.5258 -0.9456 5.0602 -0.1 -0.1 -0.4 -0.092
C -4.4633 -1.3948 4.1188 0.3 0.1 0.0 -0.095
F -5.5698 -1.9842 4.4946 0.2 0.2 0.0 0.212
C -4.1919 -1.2282 2.7561 0.2 0.2 -0.2 -0.193
F -5.0812 -1.6431 1.8651 -0.2 -0.1 0.4 0.135
C -3.0215 -0.6369 2.2682 0.4 0.1 -0.3 -0.277
P -2.6400 -0.7223 0.4490 -2.3 -0.7 0.5 0.991
C -3.1690 -2.4072 0.0079 0.7 0.0 -0.1 -0.363
C -4.0096 -2.6404 -1.0817 0.1 0.3 0.1 -0.059
C -4.4570 -3.9256 -1.3326 -0.1 0.0 0.0 -0.023
C -4.0729 -4.9739 -0.5106 0.1 0.1 -0.1 -0.011
C -3.1989 -4.7473 0.5444 0.0 0.0 0.1 -0.035
C -2.7345 -3.4720 0.8019 0.0 0.2 0.0 -0.115
C -3.7811 0.3397 -0.5178 0.8 -0.3 -0.1 -0.406
C -5.0966 0.6816 -0.2179 0.1 0.0 0.0 -0.049
C -5.8398 1.4084 -1.1406 0.1 -0.1 0.2 -0.005
C -5.2895 1.7739 -2.3592 0.2 -0.1 -0.1 -0.010
C -3.9817 1.4167 -2.6702 0.1 0.1 -0.3 -0.062
C -3.2192 0.7145 -1.7515 -0.1 -0.4 0.5 -0.217
C -2.1170 -0.1896 3.2370 -0.4 -0.1 0.1 -0.452
Br -0.4425 0.7133 2.7996 -0.4 -0.2 0.3 0.946
C -2.3524 -0.3279 4.6008 0.2 0.2 -0.4 -0.231
F -1.4517 0.1357 5.4466 -0.1 -0.1 0.2 0.126
H -4.3332 -1.8294 -1.7172 -0.1 0.0 0.0 0.108
H -5.1301 -4.0934 -2.1593 0.0 -0.1 -0.1 0.129
H -4.4481 -5.9675 -0.6951 0.0 -0.1 0.0 0.131
H -2.9017 -5.5649 1.1813 0.1 -0.1 0.1 0.123
H -2.0574 -3.2916 1.6271 0.0 -0.1 0.1 0.089
H -5.5639 0.3559 0.6979 0.0 0.0 0.1 0.116
H -6.8615 1.6656 -0.9116 -0.1 0.0 0.0 0.134
H -5.8920 2.3076 -3.0803 0.0 0.0 -0.1 0.134
H -3.5787 1.6710 -3.6372 0.1 0.1 -0.1 0.127
H -2.1950 0.3570 -2.0174 -0.4 0.1 -0.1 0.090
S 0.4911 -1.8364 0.7130 -1.6 0.4 0.3 0.605
C 1.9293 -2.7196 0.4888 1.3 -0.2 -0.5 -0.992
N 2.1137 -3.9142 1.0089 -0.8 0.5 0.0 -0.017
C 3.4000 -4.5630 0.8212 0.7 -0.4 0.2 -0.160
C 4.1441 -3.7904 -0.2685 0.0 0.0 -0.3 -0.334
S 3.2959 -2.1771 -0.4283 -0.3 -0.1 0.2 1.026
H 1.4107 -4.3731 1.5761 -0.1 0.2 0.0 0.169
H 3.2452 -5.6067 0.5291 0.0 0.2 0.1 0.149
H 3.9549 -4.5564 1.7689 -0.2 0.0 -0.2 0.147
H 4.0884 -4.2868 -1.2359 0.0 0.0 0.0 0.097
H 5.1863 -3.6058 -0.0171 -0.1 0.0 0.0 0.098
C -2.2018 5.8181 -1.1228 -0.3 1.0 -0.5 -0.014
O -1.8019 4.6798 -0.3169 0.1 -0.7 0.1 -0.337
P -1.6102 3.2087 -0.8028 0.0 1.3 0.5 0.979
O -2.0362 2.3900 0.6492 0.8 0.1 -1.0 -0.566
C -2.9173 2.9713 1.6389 -0.7 0.2 0.8 -0.035
O 0.0426 2.8906 -0.4226 -1.1 -0.2 -0.5 -0.530
C 0.8095 3.7880 0.4234 0.7 0.6 0.6 -0.030
H -2.9225 6.3912 -0.5389 0.1 -0.2 0.0 0.115
H -2.6550 5.5042 -2.0602 0.0 -0.1 0.0 0.099
H -1.3240 6.4331 -1.3183 0.0 -0.1 0.1 0.111
H -2.4654 2.8527 2.6243 0.0 -0.1 -0.1 0.089
H -3.8870 2.4765 1.5969 0.1 -0.1 -0.1 0.098
H -3.0409 4.0379 1.4542 0.1 -0.2 -0.1 0.103
H 1.7615 3.9900 -0.0694 -0.1 -0.2 0.0 0.117
H 0.9746 3.3387 1.4094 0.0 0.0 -0.2 0.092
H 0.2766 4.7333 0.5473 0.0 -0.3 0.0 0.103
C 2.8299 1.0659 -2.6511 -0.3 0.0 0.1 0.023
C 1.6337 0.7354 -2.0355 -0.1 -0.1 -0.3 -0.119
N 1.5060 0.6990 -0.6939 0.8 0.1 -0.8 -0.247
C 2.5977 0.9285 0.0598 0.5 0.1 0.4 -0.141
C 3.8612 1.2045 -0.4773 -0.5 0.0 0.0 -0.195
C 3.9413 1.3508 -1.8702 -0.4 0.1 0.0 0.040
C 5.0059 1.3662 0.4061 0.3 0.1 0.2 -0.030
C 6.3015 1.1040 0.1601 -0.3 0.0 0.2 0.025
C 6.9385 0.4974 -1.0060 1.1 -0.2 -0.5 -0.262
C 8.3369 0.4507 -1.0932 -0.6 0.0 0.0 0.051
C 8.8653 -0.1828 -2.2172 0.0 0.3 0.5 -0.067
N 8.0774 -0.6941 -3.1320 0.5 -0.7 -1.3 0.115
C 6.7735 -0.5994 -3.0066 0.3 0.2 0.6 -0.174
N 6.1857 -0.0363 -1.9726 -1.1 0.0 0.4 0.094
H 2.8960 1.1191 -3.7267 -0.1 0.0 -0.1 0.138
H 0.7352 0.5027 -2.6182 0.2 0.1 0.0 0.131
H 2.4649 0.8483 1.1426 0.1 0.0 -0.2 0.128
H 4.8429 1.7228 -2.3249 0.0 0.0 0.0 0.134
H 4.7637 1.7321 1.3957 0.0 0.0 0.1 0.120
H 7.0005 1.3061 0.9608 0.0 0.1 0.1 0.130
H 8.9793 0.8843 -0.3437 0.0 0.0 0.1 0.126
H 9.9332 -0.2802 -2.3781 0.0 0.0 0.1 0.134
H 6.1522 -1.0013 -3.7940 -0.1 -0.1 -0.1 0.122
```
Forces are in eV/Å.

net charge = +4
maximum force = 2.50 eV/A

---

Asked for energy relative to the best compared isomer or geometry (same formula, charge and spin) across the records above, the calculation gives 2.244; 0.000; 1.308 eV in order.
Asked for E_tot across the records above, the calculation gives -3422.84503; -6280.44685; -6296.45596 a.u. in order.